<1>
Formula: C2H12N2O2
Source: the Open Molecules 2025 dataset
Level of theory: wB97M-V/def2-TZVPD

Last columns: bonded neighbours and bond lengths (Å).
Positions of all 18 atoms, in Å:
1 N -0.314 0.431 1.687  C2 1.458, H5 1.023, H6 1.024
2 C -0.020 -0.889 1.142  N1 1.458, C3 1.527, H7 1.109, H8 1.108
3 C 1.137 -0.879 0.146  C2 1.527, N4 1.459, H9 1.094, H10 1.088
4 N 0.905 0.047 -0.957  C3 1.459, H11 1.013, H12 1.024
5 H -1.093 0.290 2.335  N1 1.023
6 H 0.502 0.591 2.283  N1 1.024
7 H 0.219 -1.757 1.789  C2 1.109
8 H -0.900 -1.289 0.600  C2 1.108
9 H 1.078 -1.915 -0.202  C3 1.094
10 H 2.088 -0.713 0.649  C3 1.088
11 H 1.653 0.685 -1.205  N4 1.013
12 H 0.220 0.693 -0.555  N4 1.024
13 O -2.359 2.569 0.832  H14 0.963, H15 0.960
14 H -2.639 2.552 -0.089  O13 0.963
15 H -1.405 2.599 0.731  O13 0.960
16 O -0.034 -1.049 -3.291  H17 0.993, H18 0.964
17 H 0.159 -0.451 -2.522  O16 0.993
18 H 0.804 -1.516 -3.373  O16 0.964

Summary:
Frontier orbital gap (eV): 10.6295
E_HOMO (eV): -9.920
Total charge: 0
Lowest unoccupied orbital energy (eV): 0.7

<2>
Formula: C2H12N2O2
Source: the Open Molecules 2025 dataset
Level of theory: wB97M-V/def2-TZVPD

Last columns: bonded neighbours and bond lengths (Å).
Positions of all 18 atoms, in Å:
1 C 1.011 1.445 1.200  N2 1.474, H5 1.124, H6 1.204, H7 1.211
2 N -0.337 1.034 0.766  C1 1.474, C3 1.450, H8 0.988
3 C -0.597 1.436 -0.603  N2 1.450, N4 1.531, H9 1.084, H10 1.060
4 N -0.026 0.563 -1.723  C3 1.531, H11 0.999, H12 1.016
5 H 1.237 0.927 2.172  C1 1.124
6 H 0.911 2.611 1.482  C1 1.204
7 H 1.990 1.262 0.511  C1 1.211
8 H -0.501 0.082 0.972  N2 0.988
9 H -1.663 1.289 -0.739  C3 1.084
10 H -0.387 2.437 -0.879  C3 1.060
11 H 0.947 0.691 -1.912  N4 0.999
12 H -0.488 0.725 -2.613  N4 1.016
13 O -0.180 -2.169 -1.228  H14 1.033, H15 1.068
14 H 0.027 -2.754 -2.054  O13 1.033
15 H 0.040 -1.124 -1.238  O13 1.068
16 O -0.114 -1.771 1.833  H17 0.994, H18 0.987
17 H -0.274 -2.021 0.885  O16 0.994
18 H 0.566 -1.071 1.687  O16 0.987

Summary:
Frontier orbital gap (eV): 10.1934
E_HOMO (eV): -9.513
Total charge: 0
Lowest unoccupied orbital energy (eV): 0.7

The structure with the most favorable energy is <1>; the runner-up is 21.6 kcal/mol above it.

<1>
Formula: C2H3N3OS
Source: the Open Molecules 2025 dataset
Level of theory: wB97M-V/def2-TZVPD

Last columns: bonded neighbours and bond lengths (Å).
Positions of all 10 atoms, in Å:
1 C 0.085 -0.180 -0.039  N2 1.399, H8 1.110, H9 1.048, H10 1.126
2 N -0.596 -1.122 -0.818  C1 1.399, N3 1.245
3 N -1.507 -1.738 -0.233  N2 1.245, O4 1.172, S5 1.896
4 O -1.858 -1.753 0.884  N3 1.172
5 S -2.211 -2.794 -1.642  N3 1.896, C6 1.756
6 C -1.497 -1.708 -2.823  S5 1.756, N7 1.137
7 N -1.141 -1.026 -3.660  C6 1.137
8 H 0.302 -0.474 1.009  C1 1.110
9 H 1.042 -0.133 -0.464  C1 1.048
10 H -0.585 0.705 -0.228  C1 1.126

Summary:
Frontier orbital gap (eV): 9.4516
E_HOMO (eV): -10.299
Total charge: 0
Lowest unoccupied orbital energy (eV): -0.8

<2>
Formula: C2H3N3OS
Source: the Open Molecules 2025 dataset
Level of theory: wB97M-V/def2-TZVPD

Last columns: bonded neighbours and bond lengths (Å).
Positions of all 10 atoms, in Å:
1 S -3.015 0.031 0.028  N2 1.865, H8 1.335
2 N -1.624 -1.191 -0.203  S1 1.865, C3 1.304
3 C -0.458 -0.629 -0.044  N2 1.304, N4 1.366, O7 1.466
4 N 0.679 -1.346 0.202  C3 1.366, C5 1.343
5 C 1.603 -0.410 -0.067  N4 1.343, N6 1.320, H9 1.051
6 N 1.116 0.813 -0.163  C5 1.320, O7 1.409, H10 1.006
7 O -0.270 0.818 0.089  C3 1.466, N6 1.409
8 H -2.147 1.043 -0.049  S1 1.335
9 H 2.586 -0.779 -0.002  C5 1.051
10 H 1.531 1.650 0.209  N6 1.006

Summary:
Frontier orbital gap (eV): 8.6925
E_HOMO (eV): -8.369
Total charge: 0
Lowest unoccupied orbital energy (eV): 0.3

The structure with the most favorable energy is <2>; the runner-up is 28.9 kcal/mol above it.

<1>
Formula: C4H8NO
Source: the Open Molecules 2025 dataset
Level of theory: wB97M-V/def2-TZVPD

Last columns: bonded neighbours and bond lengths (Å).
Positions of all 14 atoms, in Å:
1 C 2.768 -0.711 0.750  C2 1.212, H7 1.042
2 C 3.247 -0.091 -0.174  C1 1.212, H12 1.037
3 C -1.893 0.225 0.362  C4 1.463, N5 1.272, H9 1.168
4 C -0.721 0.945 -0.135  C3 1.463, O6 1.465, H8 1.151, H10 1.080
5 N -2.063 -1.007 0.096  C3 1.272, H11 1.134, H13 0.979
6 O 0.127 0.064 -0.941  C4 1.465, H14 0.912
7 H 2.529 -1.472 1.421  C1 1.042
8 H -1.181 1.865 -0.651  C4 1.151
9 H -2.732 0.696 1.025  C3 1.168
10 H -0.247 1.302 0.768  C4 1.080
11 H -1.318 -1.354 -0.687  N5 1.134
12 H 3.474 0.569 -0.941  C2 1.037
13 H -2.885 -1.453 0.387  N5 0.979
14 H 0.894 0.421 -1.281  O6 0.912

Summary:
<S²>: 2.01
Spin multiplicity: 3
Frontier orbital gap (spin up / spin down) (eV): 6.8581 / 4.2804
E_HOMO (spin up / spin down) (eV): -10.050 / -14.639
Total charge: +1
Lowest unoccupied orbital energy (spin up / spin down) (eV): -3.2 / -10.4

<2>
Formula: C4H8NO
Source: the Open Molecules 2025 dataset
Level of theory: wB97M-V/def2-TZVPD

Last columns: bonded neighbours and bond lengths (Å).
Positions of all 14 atoms, in Å:
1 C -2.359 0.092 -0.118  C2 1.463, C3 1.475, O6 1.173
2 C -1.796 -1.247 0.058  C1 1.463, C3 1.515, H7 1.035, H8 1.047
3 C -1.206 -0.059 0.790  C1 1.475, C2 1.515, H9 1.088
4 C 1.575 1.062 0.761  N5 1.477, H10 1.051, H11 1.090, H12 1.151
5 N 0.548 0.375 -0.050  C4 1.477, H13 1.073, H14 0.949
6 O -3.181 0.727 -0.663  C1 1.173
7 H -2.286 -2.018 0.544  C2 1.035
8 H -1.441 -1.681 -0.826  C2 1.047
9 H -1.402 0.149 1.840  C3 1.088
10 H 1.653 2.091 0.566  C4 1.051
11 H 1.375 0.834 1.808  C4 1.090
12 H 2.576 0.535 0.554  C4 1.151
13 H 0.900 -0.579 -0.394  N5 1.073
14 H 0.215 0.908 -0.760  N5 0.949

Summary:
<S²>: 2.01
Spin multiplicity: 3
Frontier orbital gap (spin up / spin down) (eV): 8.7436 / 8.5140
E_HOMO (spin up / spin down) (eV): -12.255 / -16.194
Total charge: +1
Lowest unoccupied orbital energy (spin up / spin down) (eV): -3.5 / -7.7

The structure with the most favorable energy is <2>; the runner-up is 64.6 kcal/mol above it.